168
Properties=species:S:1:pos:R:3:lowdin_charge:R:1 method="wB97M-V/def2-TZVPD" relative_energy_ev=0.000 lumo_energy_ev=0.25 energy_ha=-4291.1394 molar_mass_g_mol=1205.26 total_charge=0 gap_ha=0.35531 e_homo_ev=-9.4
C -4.1264 0.1989 -3.1981 -0.483
H 0.9131 -2.4127 -6.7531 0.139
H -4.3606 -1.5995 -2.2141 0.135
C 0.3174 1.1452 0.7584 -0.095
C 1.5240 0.0744 -4.5196 -0.103
O 2.5739 3.9807 1.8610 0.122
H -4.5432 3.7325 -2.3858 0.100
C 3.6922 -4.2420 3.8347 -0.157
O -1.0944 0.9173 0.9695 0.005
H 6.3664 3.7090 1.5140 0.110
H 3.1080 -0.2818 2.9025 0.115
H 0.7625 0.0884 -3.7423 0.098
H -4.9544 3.3505 2.4606 0.130
O -7.7744 -3.0583 3.5104 0.032
H 4.4412 5.7291 0.6122 0.110
H -2.9694 -0.6976 -1.6181 0.121
H -1.3697 -5.3982 0.9559 0.127
H -0.3581 -1.9306 -0.2516 0.091
O -0.4094 0.1990 3.9796 0.044
C 2.0931 -2.1456 -4.9812 -0.489
C 3.5861 1.8220 -0.9807 -0.100
C 2.7996 -4.6294 -1.5320 -0.159
C -3.8850 -3.7776 -0.1457 -0.142
O 0.5777 5.6696 -3.0995 0.016
O -4.5410 1.2421 -2.7133 0.084
H -1.8476 0.9549 5.1617 0.127
C 5.4121 1.7011 -2.4609 -0.039
C -4.2680 1.7270 1.1388 -0.157
H 0.2523 -1.5240 1.3045 0.106
O 4.7233 2.5022 -0.3421 0.026
C -1.4577 -1.9172 4.2225 -0.048
H -2.2077 1.0277 3.3960 0.098
H -2.6733 3.5631 -1.0205 0.118
C -2.5329 -0.8965 4.1695 -0.144
H 0.7570 1.0662 1.7410 0.120
C -3.5381 -0.9710 -2.5115 -0.090
C 1.0568 -3.2456 -2.0964 -0.482
C 3.7168 4.2821 1.9872 -0.503
H -6.8061 -3.8462 1.8242 0.126
H -2.0023 -3.4740 -1.1256 0.073
H -1.3126 -2.3890 5.2094 0.145
H 1.9396 7.0909 -0.9382 0.139
H -3.3172 -0.9365 4.8862 0.102
H 3.0943 1.2621 -0.2154 0.087
H 2.0917 0.9917 -4.6257 0.118
C -5.7564 -2.1846 2.8511 -0.177
O -8.2440 -1.8965 5.3542 0.117
H 2.9885 2.5885 -1.4393 0.105
H 4.7309 -4.1815 4.2046 0.128
O 2.7199 -3.1632 -4.8927 0.122
O 2.4418 -5.3562 2.2761 0.051
C -5.1895 0.9227 0.2511 -0.083
C -1.7954 0.4562 4.2057 -0.114
H 5.2638 -0.6278 4.1922 0.124
C -2.4386 3.8464 -2.0458 -0.054
H 0.6227 0.1729 -1.1807 0.106
H -3.8750 -2.6870 -0.2518 0.088
C 1.7101 4.8928 -2.6849 -0.163
O 4.6234 3.4649 2.5154 0.009
O -4.2155 -0.0142 -4.4895 0.061
H -3.3126 2.0690 0.7039 0.109
H -7.4781 -2.2047 1.5823 0.120
H 0.3771 2.0759 0.2281 0.105
H -3.1422 4.2410 -5.1192 0.117
C 4.1797 0.8867 -2.0120 -0.116
O -2.7904 -4.4433 2.9874 0.092
H -1.8219 4.7312 -2.0337 0.106
H -5.3429 1.2348 -0.7729 0.105
O -0.5513 7.4231 -2.3167 0.105
H 4.5245 0.0126 -1.5095 0.096
H 1.8505 -0.2998 -0.0523 0.086
H -1.5419 -2.7373 3.5110 0.095
C 1.1634 6.3055 -0.9367 -0.070
H 2.3846 -2.7787 -0.5759 0.128
O -0.8006 2.1623 -2.5061 0.092
H -2.4898 -5.1537 -1.0885 0.115
H -4.6972 -4.1886 -0.7309 0.127
C 0.8638 -1.8543 -5.8101 -0.075
H -6.6809 -0.3645 3.3451 0.102
C 4.5535 -0.5899 1.4270 -0.594
H 5.1642 2.5033 -3.1589 0.127
C 0.7824 -0.3608 -5.8033 -0.156
H 0.9200 4.1799 -0.8152 0.117
H 5.5754 5.8941 3.4802 0.117
H -4.0311 1.0254 1.9570 0.107
H -3.0312 -1.0198 3.2063 0.088
C -6.9853 -2.8705 2.2948 -0.117
H -5.0915 -2.8956 3.3600 0.116
O -7.5408 0.4830 0.7810 0.102
C -3.6870 4.2032 -2.8961 -0.123
O 3.8817 -1.1181 0.5968 0.094
H 3.0081 -4.1147 4.6571 0.126
O -2.2874 2.6277 -4.0529 0.009
C 5.2572 0.2454 3.5296 -0.095
H -5.1405 3.5169 0.6989 0.126
H -2.3850 -2.5492 -3.4013 0.116
H -5.2446 -1.6367 2.0778 0.089
C -0.1195 -1.1060 0.3748 -0.079
C 1.4908 -5.3326 -1.2371 -0.142
O -2.4887 -0.8956 0.7883 0.106
H 6.2574 1.1068 -2.8314 0.133
C 3.5441 -5.5618 3.1244 -0.165
H 2.9159 -2.3031 2.9914 0.084
C 0.2766 6.5595 -2.1210 -0.492
H 0.6188 6.4273 0.0076 0.134
C 5.7524 5.5216 2.4670 -0.114
O 0.9276 -1.4908 3.7705 0.123
O -4.0882 -4.1878 1.2154 0.032
O 5.8614 -0.6084 1.3868 0.066
O 2.5114 -1.0268 -4.3274 -0.015
H 6.5045 6.1992 2.0303 0.126
H -5.6966 -0.9021 4.6878 0.103
C 5.9042 4.0306 2.4506 -0.193
H 1.3259 0.0346 -6.6770 0.122
H 6.5498 1.1972 2.0210 0.105
O 1.3208 -3.5966 1.4761 0.096
O 0.3685 -2.3864 -2.5067 0.121
H 2.6362 4.7183 -0.6951 0.083
H 1.2780 -5.3984 -0.1521 0.102
H 1.3473 -6.3669 -1.6527 0.141
H 6.4455 3.5336 3.2373 0.124
C 1.6870 4.8789 -1.1775 -0.152
H 3.5652 0.4853 -2.8296 0.102
H 3.0818 -2.5805 -2.2723 0.115
H 3.8312 1.1382 2.1645 0.128
C -6.3429 -1.2309 3.8936 -0.046
H 3.2741 -6.3743 3.7929 0.129
H 3.7144 6.4242 2.0348 0.121
C -1.4050 -0.3911 0.7310 -0.438
H 5.4049 1.2016 4.0203 0.107
H -0.1974 0.1052 -5.7870 0.109
C 4.3976 5.6522 1.6890 -0.044
C 6.3665 0.2488 2.4769 -0.096
C 3.3575 -3.2616 2.7693 -0.078
C 0.7924 -0.0385 -0.1246 -0.120
C -3.4381 -1.2133 -4.8230 -0.089
H -2.9119 -1.0611 -5.7462 0.112
C -1.7718 2.7903 -2.8297 -0.526
C -3.4276 3.5892 -4.3053 -0.062
O 6.8109 3.0236 -0.9015 0.083
O -6.4681 2.2154 1.7461 0.040
C -2.8779 -4.2978 1.7856 -0.481
H -0.8518 -3.8204 0.9571 0.109
H 4.5144 -5.8277 2.6136 0.147
H 7.3043 -0.1791 2.8460 0.132
H -0.0251 -2.1383 -5.2937 0.103
H 2.5317 5.4617 -3.1267 0.134
C 2.2531 -4.0535 2.0922 -0.458
H -3.9344 5.2552 -2.9694 0.109
C -2.4817 -4.2238 -0.5492 -0.120
H -5.0144 -0.1382 0.1819 0.104
C 4.0553 0.1400 2.5740 -0.069
H -1.6739 -0.9322 -3.5258 0.112
H 3.5650 -4.9286 -0.8049 0.122
C 5.7571 2.4637 -1.1695 -0.480
H 1.6609 3.8698 -3.0805 0.119
C -7.6019 -2.0439 4.3577 -0.477
C -6.5262 1.1315 0.9201 -0.465
C -0.1764 -1.1034 3.9138 -0.497
H 3.1906 -5.0087 -2.4802 0.122
H 4.1620 -3.0669 2.0351 0.137
C -5.1893 2.8241 1.5411 -0.167
H -4.1450 -2.0434 -5.0129 0.133
C 2.4797 -3.1902 -1.6283 -0.070
O 0.4963 -4.4775 -1.8438 0.014
C -2.6160 -1.4961 -3.5464 -0.144
H -4.2897 2.9526 -4.5638 0.112
C -1.7797 -4.4244 0.7998 -0.057